(A)
# C11H22N6O4

An isolated molecule of C11H22N6O4 (wB97M-V/def2-TZVPD, OMol25).

Geometry as XYZ:
```
43
Properties=species:S:1:pos:R:3:nbo_charge:R:1
H 0.68 2.58 -1.88 0.3265
N 1.28 3.18 -1.34 -0.7563
C 1.78 2.56 -0.36 0.5864
N 2.46 3.22 0.64 -0.8278
N 1.89 1.16 -0.33 -0.6735
C 2.47 0.31 0.70 -0.2101
C 3.13 -1.08 0.24 -0.3893
C 2.27 -1.93 -0.72 -0.4074
C 1.01 -2.46 -0.08 -0.1654
N 0.62 -3.56 -0.90 -0.8138
C -0.09 -1.54 -0.08 0.7020
O -0.17 -0.75 -1.01 -0.7084
N -1.04 -1.60 0.89 -0.6067
C -2.40 -0.98 0.91 -0.1739
C -2.31 0.38 1.69 -0.3926
C -1.70 1.50 0.82 -0.5284
C -2.65 2.01 -0.25 0.6672
N -1.93 2.31 -1.41 -0.8052
O -3.83 2.29 -0.12 -0.5789
C -3.33 -0.90 -0.27 0.7513
O -4.56 -0.85 -0.12 -0.5539
O -2.91 -0.88 -1.52 -0.6644
H 3.35 2.87 0.96 0.3719
H 2.65 4.19 0.47 0.3963
H 1.46 0.59 -1.05 0.4097
H 1.69 -0.01 1.41 0.1663
H 3.32 0.78 1.22 0.2012
H 3.34 -1.64 1.15 0.2021
H 4.10 -0.89 -0.25 0.2104
H 2.73 -2.92 -0.96 0.2423
H 2.13 -1.34 -1.56 0.2178
H 1.22 -2.87 0.93 0.2027
H -0.05 -4.25 -0.54 0.3756
H 0.24 -3.16 -1.78 0.3701
H -1.01 -2.39 1.56 0.4072
H -2.91 -1.67 1.61 0.2481
H -3.26 0.81 2.14 0.2537
H -1.76 0.18 2.60 0.2146
H -1.54 2.42 1.45 0.2599
H -0.80 1.10 0.34 0.2180
H -1.16 1.60 -1.47 0.3666
H -2.49 2.28 -2.20 0.3874
H -1.95 -0.65 -1.52 0.5006
```

Summary:
SMILES string: [H]/N=C(/N)NCCC[C@H](N)C(=O)N[C@@H](CCC(N)=O)C(=O)O
HOMO energy (eV): -8.71
Orbital gap (eV): 8.720
Net charge: 0

---

(B)
# C11H22N6O4

An isolated molecule of C11H22N6O4 (wB97M-V/def2-TZVPD, OMol25).

Geometry as XYZ:
```
43
Properties=species:S:1:pos:R:3:nbo_charge:R:1
H -2.82 -2.73 -0.93 0.3329
N -3.83 -2.61 -1.19 -0.7659
C -4.25 -1.49 -0.75 0.5720
N -5.54 -1.14 -0.98 -0.8247
N -3.63 -0.71 0.20 -0.6411
C -2.36 -0.86 0.75 -0.2298
C -1.97 0.35 1.59 -0.4018
C -1.77 1.65 0.77 -0.3860
C -0.61 1.47 -0.27 -0.1748
N 0.69 1.24 0.25 -0.6232
C 1.29 0.04 0.34 0.6803
O 0.78 -1.05 0.10 -0.6523
C 2.77 0.21 0.82 -0.1550
N 2.85 0.69 2.19 -0.8196
C 3.56 -1.14 0.84 -0.3799
C 3.68 -2.02 -0.41 -0.5130
C 4.01 -1.05 -1.51 0.6841
N 2.88 -0.71 -2.23 -0.8415
O 5.11 -0.60 -1.75 -0.6166
C -0.60 2.68 -1.16 0.7846
O -1.62 3.04 -1.74 -0.5850
O 0.52 3.44 -1.07 -0.6914
H -5.96 -1.45 -1.85 0.4017
H -5.89 -0.18 -0.78 0.3780
H -4.25 -0.22 0.80 0.3726
H -1.61 -1.07 -0.04 0.2132
H -2.26 -1.76 1.32 0.1858
H -2.82 0.47 2.29 0.2056
H -1.07 0.12 2.16 0.2161
H -2.68 1.85 0.23 0.2375
H -1.50 2.58 1.37 0.2087
H -0.86 0.54 -0.83 0.2601
H 1.33 1.97 0.59 0.4124
H 3.25 0.96 0.14 0.2124
H 2.14 0.19 2.73 0.3630
H 2.74 1.71 2.28 0.3641
H 4.55 -0.87 1.18 0.2321
H 3.04 -1.74 1.66 0.2109
H 2.78 -2.60 -0.63 0.2311
H 4.49 -2.66 -0.24 0.2351
H 1.98 -0.84 -1.78 0.4034
H 3.06 0.13 -2.78 0.3924
H 0.41 4.20 -1.69 0.5112
```

Summary:
SMILES string: [H]/N=C(/N)NCCC[C@H](NC(=O)[C@@H](N)CCC(N)=O)C(=O)O
HOMO energy (eV): -8.68
Orbital gap (eV): 8.820
Net charge: 0

---

Least stable: (A)

---

(A)
# C4H6BrNS

C4H6BrNS as an isolated structure (wB97M-V/def2-TZVPD, OMol25).

Geometry as XYZ:
```
13
Properties=species:S:1:pos:R:3:nbo_charge:R:1
C 0.14 -1.39 0.24 0.2188
C -0.61 -1.24 -1.06 -0.6277
C 0.31 0.85 0.04 0.2129
C 0.58 2.23 0.50 -0.6787
N 0.55 -0.21 0.75 -0.5167
S -0.58 0.54 -1.44 0.2995
Br -1.37 -2.97 1.60 -0.4318
H 0.85 -2.20 0.33 0.2288
H -0.12 -1.77 -1.88 0.2563
H -1.65 -1.56 -1.01 0.2873
H 0.01 2.39 1.43 0.2628
H 0.26 2.96 -0.24 0.2323
H 1.63 2.36 0.74 0.2564
```

Summary:
HOMO energy (spin up / spin down) (eV): -8.94 / -8.94
Orbital gap (spin up / spin down) (eV): 7.567 / 7.566
Net charge: 0

---

(B)
# C4H6BrNS

C4H6BrNS as an isolated structure (wB97M-V/def2-TZVPD, OMol25).

Geometry as XYZ:
```
13
Properties=species:S:1:pos:R:3:nbo_charge:R:1
C 0.09 0.58 -2.38 -0.4120
C -0.26 -0.53 -1.70 -0.0360
C 0.64 -1.86 0.26 -0.0083
C 0.26 -0.30 2.45 -0.8071
N 0.10 -0.79 -0.40 -0.5067
S 0.65 -1.96 2.01 0.3559
Br 1.20 -3.52 -0.49 0.0654
H -0.31 0.55 -3.38 0.1993
H 0.64 1.45 -2.05 0.2110
H -0.70 -1.38 -2.27 0.1924
H 1.08 0.47 2.15 0.2410
H 0.01 -0.29 3.60 0.2484
H -0.59 0.04 1.82 0.2566
```

Summary:
HOMO energy (eV): -8.56
Orbital gap (eV): 8.664
Net charge: 0

---

Least stable: (B)

---

(A)
# C5H12NO2

A 2-piece molecular cluster, C5H12NO2 overall (wB97M-V/def2-TZVPD, OMol25).

Geometry as XYZ:
```
20
Properties=species:S:1:pos:R:3:nbo_charge:R:1
O -1.48 1.08 1.00 -0.5570
C -1.46 1.11 2.20 0.4404
C -0.63 0.24 3.02 -0.5327
C 0.68 -0.33 2.32 -0.4333
C 0.16 -0.97 1.03 -0.0945
C 0.35 -0.52 -0.23 -0.1115
N -0.69 -0.94 -1.21 -0.7215
H -1.97 2.00 2.81 0.1391
H -0.19 0.88 3.99 0.2653
H -1.16 -0.59 3.60 0.2696
H 1.39 0.41 2.13 0.2332
H 0.93 -1.18 2.95 0.2447
H -0.64 -1.85 1.38 0.2302
H 0.99 0.26 -0.70 0.2501
H -0.77 -0.13 -1.99 0.4755
H -1.58 -1.29 -0.82 0.4570
H -0.38 -1.79 -1.83 0.4454
H 2.71 -0.47 -6.29 0.4702
H 2.40 0.92 -6.80 0.4741
O 2.55 0.44 -6.00 -0.9442
```

Summary:
HOMO energy (eV): -13.02
Orbital gap (eV): 9.487
Net charge: +1

---

(B)
# C5H12NO2

A 2-piece molecular cluster, C5H12NO2 overall (wB97M-V/def2-TZVPD, OMol25).

Geometry as XYZ:
```
20
Properties=species:S:1:pos:R:3:nbo_charge:R:1
O -0.40 -2.26 -0.21 -0.4307
C 0.70 -1.85 0.01 0.3928
C 1.07 -0.43 -0.55 -0.1307
C -0.18 0.48 -0.51 -0.4930
C 0.22 1.81 -0.03 -0.2274
C 0.54 2.08 1.24 -0.3504
N 1.60 -0.52 -1.98 -0.6857
H 1.43 -2.38 0.60 0.1578
H 1.98 -0.08 -0.02 0.2387
H -1.10 0.14 0.10 0.3162
H -0.58 0.38 -1.52 0.2174
H 0.26 2.71 -0.69 0.2217
H 0.33 1.30 1.96 0.1912
H 0.95 3.01 1.57 0.2242
H 2.59 -0.30 -2.08 0.4489
H 1.05 -0.05 -2.70 0.4557
H 1.69 -1.55 -2.26 0.4495
H -3.83 0.31 1.55 0.4874
H -3.00 0.87 2.80 0.4880
O -2.97 0.56 1.89 -0.9713
```

Summary:
HOMO energy (eV): -13.23
Orbital gap (eV): 9.045
Net charge: +1

---

Least stable: (A)

---

(A)
# CH4S2

A 2-piece molecular cluster, CH4S2 overall (wB97M-V/def2-TZVPD, OMol25).

Geometry as XYZ:
```
7
Properties=species:S:1:pos:R:3:nbo_charge:R:1
C 0.28 -0.87 -0.28 -0.7656
S 0.22 -2.27 0.74 0.1875
S -0.72 1.79 -0.04 -0.3445
H -0.42 -0.25 0.39 0.3030
H -0.04 -0.91 -1.31 0.2517
H 1.25 -0.38 -0.20 0.2411
H -0.57 2.88 0.71 0.1268
```

Summary:
HOMO energy (eV): -8.80
Orbital gap (eV): 4.966
Net charge: 0

---

(B)
# CH4S2

An isolated molecule of CH4S2 (wB97M-V/def2-TZVPD, OMol25).

Geometry as XYZ:
```
7
Properties=species:S:1:pos:R:3:nbo_charge:R:1
S -1.29 0.34 -0.40 -0.0864
C 0.31 -0.25 0.43 -0.6022
S 1.70 0.43 -0.59 -0.0277
H -2.05 -0.79 -0.41 0.1402
H 0.31 0.22 1.37 0.2068
H 0.21 -1.29 0.68 0.2333
H 0.80 1.34 -1.08 0.1359
```

Summary:
SMILES string: SCS
HOMO energy (eV): -9.29
Orbital gap (eV): 9.969
Net charge: 0

---

Least stable: (A)

---

(A)
# C19H25N3O6

An isolated molecule of C19H25N3O6 (wB97M-V/def2-TZVPD, OMol25).

Geometry as XYZ:
```
53
Properties=species:S:1:pos:R:3:nbo_charge:R:1
C -2.08 -2.20 -2.91 -0.6648
C -2.74 -1.87 -1.62 0.1281
C -2.33 -0.73 -0.93 -0.2396
C -2.88 -0.38 0.30 -0.1006
C -2.33 0.80 1.03 0.6686
O -1.98 0.75 2.20 -0.6054
N -2.24 1.93 0.28 -0.6016
C -1.35 3.00 0.65 -0.3404
C -0.05 2.95 -0.15 0.7979
O 0.91 3.63 0.05 -0.5903
O -0.15 2.02 -1.11 -0.5200
C 0.96 1.77 -1.98 -0.1672
C 1.26 0.26 -1.95 0.6549
O 0.88 -0.42 -2.88 -0.6436
N 1.89 -0.25 -0.88 -0.4212
C 2.12 -1.68 -0.87 -0.4259
C 2.31 0.50 0.30 -0.0405
C 1.41 0.24 1.51 -0.4173
C 1.81 1.17 2.65 -0.4029
C 3.27 0.94 3.03 -0.3958
C 4.18 1.14 1.81 -0.3977
C 3.77 0.22 0.67 -0.4019
C -3.85 -1.19 0.89 -0.1833
C -4.28 -2.31 0.22 -0.1721
C -3.74 -2.64 -1.02 -0.0084
N -4.27 -3.83 -1.65 0.5249
O -4.83 -4.63 -0.94 -0.3805
O -4.13 -3.96 -2.85 -0.3714
H -1.17 -1.62 -3.04 0.2441
H -2.75 -1.99 -3.74 0.2390
H -1.84 -3.26 -2.97 0.2333
H -1.54 -0.13 -1.35 0.2274
H -2.50 1.87 -0.69 0.4069
H -1.82 3.98 0.49 0.2347
H -1.12 2.89 1.71 0.2703
H 1.81 2.40 -1.71 0.2213
H 0.63 2.01 -2.99 0.2217
H 1.55 -2.12 -1.69 0.2498
H 3.17 -1.90 -1.01 0.2008
H 1.78 -2.11 0.08 0.2009
H 2.25 1.57 0.07 0.2166
H 1.52 -0.80 1.84 0.2011
H 0.37 0.39 1.24 0.2172
H 1.16 0.99 3.50 0.2207
H 1.68 2.21 2.33 0.2019
H 3.56 1.63 3.82 0.2114
H 3.39 -0.08 3.40 0.1932
H 5.22 0.95 2.09 0.2112
H 4.11 2.18 1.48 0.1991
H 3.88 -0.82 1.00 0.1996
H 4.41 0.38 -0.19 0.2113
H -4.25 -0.92 1.85 0.2343
H -5.04 -2.95 0.64 0.2501
```

Summary:
SMILES string: Cc1cc(C(=O)NCC(=O)OCC(=O)N(C)C2CCCCC2)ccc1[N+](=O)[O-]
HOMO energy (eV): -9.53
Orbital gap (eV): 8.978
Net charge: 0

---

(B)
# C19H25N3O6

An isolated molecule of C19H25N3O6 (wB97M-V/def2-TZVPD, OMol25).

Geometry as XYZ:
```
53
Properties=species:S:1:pos:R:3:nbo_charge:R:1
C -1.32 -3.59 0.68 -0.2716
O -0.32 -3.29 -0.29 -0.4950
C 0.67 -2.51 0.09 0.8136
O 0.79 -2.05 1.20 -0.6395
C 1.67 -2.26 -1.04 -0.1565
C 2.71 -3.38 -1.03 -0.6003
N 2.29 -0.97 -0.84 -0.6286
C 1.95 0.10 -1.57 0.6914
O 1.27 0.06 -2.57 -0.6492
C 2.51 1.42 -0.99 -0.1391
C 2.18 2.60 -1.89 -0.4084
C 0.78 3.00 -1.42 -0.4112
C 0.86 2.81 0.09 -0.2350
N 1.81 1.72 0.26 -0.4180
C 2.16 1.12 1.41 0.6892
O 3.09 0.32 1.46 -0.6656
C 1.30 1.38 2.64 -0.3049
N 0.22 0.41 2.64 -0.6237
C -1.02 0.74 2.24 0.8925
O -1.43 1.86 2.08 -0.6665
O -1.79 -0.37 2.09 -0.5224
C -3.08 -0.14 1.55 -0.0828
C -3.06 0.10 0.06 -0.0605
C -1.90 -0.04 -0.69 -0.1834
C -1.92 0.20 -2.06 -0.2166
C -3.09 0.58 -2.68 -0.2230
C -4.25 0.72 -1.94 -0.2017
C -4.24 0.48 -0.58 -0.2111
H -1.54 -2.70 1.28 0.2124
H -0.97 -4.39 1.34 0.1889
H -2.20 -3.92 0.13 0.2002
H 1.13 -2.24 -1.99 0.2537
H 2.23 -4.34 -1.19 0.2194
H 3.43 -3.21 -1.83 0.2249
H 3.24 -3.39 -0.08 0.2147
H 2.79 -0.83 0.04 0.4463
H 3.58 1.29 -0.79 0.2378
H 2.19 2.31 -2.94 0.2436
H 2.89 3.41 -1.73 0.2075
H 0.52 4.02 -1.69 0.2203
H 0.05 2.32 -1.85 0.2272
H -0.12 2.58 0.53 0.2510
H 1.25 3.71 0.57 0.1862
H 0.86 2.38 2.66 0.2378
H 1.92 1.22 3.53 0.2250
H 0.49 -0.57 2.57 0.4417
H -3.66 -1.04 1.78 0.1996
H -3.53 0.72 2.05 0.2144
H -0.98 -0.32 -0.22 0.1998
H -1.01 0.09 -2.63 0.2437
H -3.11 0.76 -3.75 0.2130
H -5.18 1.01 -2.42 0.2116
H -5.14 0.59 0.01 0.2069
```

Summary:
SMILES string: COC(=O)[C@H](C)NC(=O)[C@H]1CCCN1C(=O)CNC(=O)OCc1ccccc1
HOMO energy (eV): -9.13
Orbital gap (eV): 9.879
Net charge: 0

---

Least stable: (A)

---

(A)
# C2H6N4O2

C2H6N4O2 as an isolated structure (wB97M-V/def2-TZVPD, OMol25).

Geometry as XYZ:
```
14
Properties=species:S:1:pos:R:3:nbo_charge:R:1
C 0.56 1.35 -0.54 0.7526
C -0.04 -1.73 -0.16 0.2192
H 1.35 2.88 0.85 0.4346
H 0.84 3.57 -1.16 0.4585
H 2.16 0.49 0.53 0.3814
H 0.10 -2.83 0.09 0.1987
H -1.74 -0.65 -0.46 0.3968
H -2.12 -2.43 1.61 0.4807
N 0.98 2.70 -0.19 -0.9320
N 1.06 0.37 0.35 -0.4509
N 0.94 -0.80 -0.11 -0.3291
N -1.43 -1.37 0.18 -0.4009
O -0.27 0.97 -1.46 -0.6551
O -2.38 -2.51 0.47 -0.5545
```

Summary:
HOMO energy (eV): -8.37
Orbital gap (eV): 8.704
Net charge: 0

---

(B)
# C2H6N4O2

C2H6N4O2 as an isolated structure (wB97M-V/def2-TZVPD, OMol25).

Geometry as XYZ:
```
14
Properties=species:S:1:pos:R:3:nbo_charge:R:1
C -1.80 -0.75 0.04 0.2544
C -0.02 0.89 -0.04 0.7198
H 1.42 -1.48 -0.30 0.3979
H 0.74 -0.77 -1.51 0.3354
H -1.84 -1.92 0.19 0.2119
H -2.17 1.28 0.00 0.4047
H 1.64 1.86 0.39 0.4021
H 1.74 -0.35 1.58 0.4647
N 0.44 -1.43 -0.66 -0.6315
N -0.43 -0.42 0.09 -0.3695
N -2.55 0.29 0.39 -0.6822
N 1.29 1.02 -0.12 -0.3123
O -0.56 1.89 -0.48 -0.5900
O 2.09 -0.11 0.44 -0.6054
```

Summary:
HOMO energy (eV): -9.20
Orbital gap (eV): 8.925
Net charge: 0

---

Least stable: (A)